This record from the OMol25 dataset describes a molecular structure, C53H63BBr2ClNO15Si2 in a non-equilibrium geometry. The level of theory is ωB97M-V/def2-TZVPD.

LUMO energy = -1.902 eV
2S+1 = 1
E_HOMO = -0.3373 Eh
Largest force on an atom = 2.85 eV/A
Net charge = 0
Gap between HOMO and LUMO = 7.28 eV

```
138
Properties=species:S:1:pos:R:3:forces:R:3
C -7.514 0.708 -6.426 -0.6 -0.5 0.6
C -6.452 0.080 -5.460 0.4 0.0 -1.5
C -5.367 1.065 -4.926 -0.3 -0.8 1.2
Br -4.519 2.176 -6.331 -0.3 -0.4 0.4
Si -5.959 2.158 -3.441 2.1 0.4 -0.8
O -5.095 1.815 -1.996 -2.1 -1.2 -0.2
Si -5.804 0.630 -1.009 2.2 0.1 0.7
Br -7.502 1.460 0.309 0.4 -0.2 -0.8
C -4.448 0.121 0.246 -0.2 0.5 -0.2
C -3.615 1.357 0.767 0.2 -0.8 0.4
C -2.063 1.086 0.750 0.1 0.8 -0.2
C -1.254 2.361 0.300 0.2 0.0 1.1
C 0.161 2.455 0.986 0.4 -0.2 -0.7
C 1.328 2.185 -0.025 0.7 0.1 0.4
C 1.785 3.503 -0.767 -0.8 -0.5 0.9
C 2.710 4.344 0.186 0.0 0.1 -0.2
C 4.098 4.725 -0.423 -0.2 -0.2 0.5
C 4.887 3.506 -0.975 -0.5 0.5 -0.4
O 6.071 3.991 -1.617 -0.3 -0.7 0.0
C 6.588 2.989 -2.484 0.6 -0.3 0.1
C -6.322 -0.967 -1.901 -0.7 -0.9 1.1
Cl -4.942 -1.745 -2.828 -0.6 0.7 0.2
C -6.695 -2.020 -0.766 -0.4 0.3 -0.7
C -7.627 -3.095 -1.398 -0.3 0.4 0.5
B -7.915 2.216 -3.244 -2.8 -0.2 0.4
N -8.602 3.556 -3.266 0.6 -1.2 0.3
O -8.770 1.097 -3.119 1.7 0.7 0.2
H -7.176 1.607 -6.971 0.0 -0.5 0.3
H -8.439 0.941 -5.847 0.6 0.1 -0.4
H -7.827 -0.075 -7.153 0.2 0.6 0.3
H -7.003 -0.469 -4.671 0.5 0.5 -0.1
H -5.913 -0.705 -6.043 -0.3 0.5 0.4
H -4.540 0.449 -4.500 -0.4 0.5 -0.5
H -5.554 3.531 -3.827 0.0 0.0 0.3
H -3.754 -0.571 -0.280 -0.5 0.3 0.2
H -4.932 -0.447 1.073 0.4 0.4 -0.5
H -3.851 2.280 0.202 0.2 -0.5 0.2
H -3.900 1.529 1.827 0.1 0.1 -0.7
H -1.813 0.228 0.087 -0.2 0.5 0.5
H -1.714 0.852 1.780 -0.3 -0.1 -0.7
H -1.837 3.244 0.647 0.2 -0.5 -0.6
H -1.107 2.384 -0.799 -0.4 0.1 0.6
H 0.229 1.738 1.839 -0.1 0.4 -0.6
H 0.338 3.468 1.418 -0.2 -0.6 -0.2
H 1.094 1.359 -0.737 -0.1 0.6 0.4
H 2.213 1.847 0.564 -0.7 0.1 -0.7
H 0.850 4.079 -0.958 0.7 -0.3 -0.3
H 2.264 3.249 -1.730 -0.2 0.3 0.5
H 2.145 5.257 0.483 0.6 -0.4 -0.2
H 2.889 3.790 1.135 -0.2 0.2 -0.7
H 3.950 5.524 -1.181 0.3 -0.7 0.1
H 4.716 5.167 0.389 -0.3 -0.1 -0.5
H 4.308 2.937 -1.741 0.1 0.4 0.5
H 5.139 2.778 -0.171 -0.1 0.5 -0.3
H 7.669 3.165 -2.626 -0.6 0.1 0.1
H 6.112 2.987 -3.489 0.0 0.1 0.6
H 6.486 1.974 -2.035 0.0 0.6 -0.3
H -7.230 -0.891 -2.529 0.8 0.1 -0.1
H -7.251 -1.516 0.055 0.3 -0.2 -0.5
H -5.764 -2.433 -0.328 -0.6 0.1 -0.3
H -8.483 -2.584 -1.893 0.6 -0.3 0.3
H -8.068 -3.715 -0.591 0.4 0.0 -0.6
H -7.122 -3.698 -2.174 -0.2 0.2 0.5
H -8.524 3.883 -4.232 -0.2 0.3 0.3
H -8.122 4.209 -2.650 0.0 0.2 -0.5
H -9.431 1.291 -2.446 -0.6 0.3 -0.4
C 3.820 2.800 4.020 0.0 0.2 0.2
C 3.526 2.892 5.315 0.1 0.1 -0.2
C 2.769 1.824 6.006 -0.1 0.0 0.1
O 2.499 1.908 7.189 0.1 0.0 0.0
C 2.353 0.652 5.206 -0.1 0.1 -0.3
C 2.647 0.560 3.910 -0.1 0.0 0.1
C 3.404 1.627 3.220 0.0 -0.1 -0.2
O 3.674 1.544 2.038 0.2 -0.1 0.3
H 4.372 3.571 3.496 0.0 0.0 0.0
H 3.823 3.741 5.918 0.0 0.0 0.0
H 1.802 -0.115 5.726 -0.1 0.0 0.0
H 2.351 -0.289 3.309 0.0 0.0 0.0
C 2.908 -4.255 8.542 0.0 -0.1 -0.2
C 3.084 -3.835 7.290 0.0 -0.2 0.1
C 3.075 -2.393 6.956 0.1 0.0 -0.2
O 3.234 -2.015 5.810 0.0 -0.2 0.3
C 2.865 -1.435 8.068 0.0 0.0 0.1
C 2.689 -1.857 9.319 0.0 0.2 -0.1
C 2.699 -3.299 9.651 0.0 0.0 0.2
O 2.540 -3.684 10.792 0.0 0.0 -0.1
H 2.911 -5.306 8.805 0.0 0.0 0.0
H 3.240 -4.520 6.467 0.0 0.0 0.0
H 2.861 -0.384 7.810 0.0 0.0 0.0
H 2.534 -1.173 10.143 0.0 0.0 0.0
C 10.549 0.062 -4.613 0.1 -0.1 -0.1
C 11.827 -0.246 -4.396 -0.2 0.0 -0.2
C 12.558 0.298 -3.230 0.2 -0.1 0.0
O 13.722 0.020 -3.031 -0.1 0.0 0.0
C 11.816 1.195 -2.315 -0.2 0.1 0.1
C 10.539 1.503 -2.533 0.2 0.0 0.2
C 9.809 0.958 -3.700 -0.2 0.0 0.0
O 8.642 1.236 -3.901 0.1 -0.1 -0.1
H 9.998 -0.325 -5.460 0.1 -0.1 0.0
H 12.383 -0.901 -5.055 0.0 0.0 0.0
H 12.368 1.582 -1.468 0.0 0.0 0.0
H 9.981 2.157 -1.875 0.0 0.0 0.0
C 8.521 0.273 -7.970 -0.1 0.1 0.0
C 7.765 1.053 -8.740 0.1 -0.1 0.2
C 7.824 0.962 -10.216 -0.1 0.2 -0.1
O 7.138 1.673 -10.919 0.1 -0.1 0.0
C 8.753 -0.031 -10.803 0.2 -0.2 0.0
C 9.508 -0.812 -10.032 -0.1 0.0 -0.2
C 9.449 -0.720 -8.557 0.1 -0.1 0.1
O 10.137 -1.433 -7.852 -0.1 0.1 0.0
H 8.491 0.326 -6.889 -0.1 0.0 0.0
H 7.080 1.784 -8.328 0.0 0.0 0.0
H 8.781 -0.084 -11.884 0.0 0.0 0.0
H 10.193 -1.542 -10.443 0.0 0.0 0.0
C -10.902 -4.904 -5.499 0.3 0.0 0.0
C -9.751 -4.301 -5.204 -0.1 -0.2 -0.1
C -9.704 -2.861 -4.869 0.1 0.1 0.0
O -8.656 -2.310 -4.601 0.0 0.0 0.0
C -10.981 -2.115 -4.872 -0.2 0.1 0.0
C -12.133 -2.717 -5.167 0.1 0.2 0.1
C -12.180 -4.158 -5.502 -0.2 -0.1 -0.1
O -13.228 -4.708 -5.769 0.1 0.0 0.0
H -10.957 -5.956 -5.748 0.0 0.0 0.0
H -8.806 -4.830 -5.196 0.0 0.0 0.0
H -10.925 -1.062 -4.623 0.1 0.0 0.0
H -13.077 -2.188 -5.175 0.0 0.0 0.0
C -0.877 -3.726 15.361 -0.1 -0.2 0.1
C -1.299 -4.988 15.300 0.0 0.2 0.1
C -0.990 -5.844 14.133 0.0 -0.2 -0.1
O -1.376 -6.994 14.076 0.0 0.1 0.0
C -0.194 -5.246 13.038 0.1 0.2 -0.1
C 0.227 -3.984 13.098 0.0 -0.2 -0.1
C -0.081 -3.128 14.266 0.1 0.2 0.0
O 0.304 -1.978 14.324 0.0 -0.1 0.0
H -1.094 -3.085 16.206 0.0 0.0 0.0
H -1.881 -5.443 16.092 0.0 0.0 0.0
H 0.022 -5.887 12.193 0.0 0.0 0.0
H 0.810 -3.531 12.307 0.0 0.0 0.1
```
Positions in Å, forces in eV/Å.


This record from the OMol25 dataset describes a molecular structure, C53H65Cl2N4O7RbS2Si3Te. The level of theory is ωB97M-V/def2-TZVPD.

LUMO energy = 3.483 eV
2S+1 = 1
E_HOMO = -0.0532 Eh
Largest force on an atom = 0.78 eV/A
Net charge = -2
Gap between HOMO and LUMO = 4.93 eV
Energy relative to the best compared isomer or geometry (same formula, charge and spin) = 0.428 eV

```
138
Properties=species:S:1:pos:R:3:forces:R:3
Rb -0.693 -0.091 -1.788 0.2 0.2 0.7
Cl -6.510 1.132 -5.585 0.0 0.0 0.0
C -5.226 0.272 -4.745 0.0 0.0 0.0
C -4.124 -0.205 -5.478 0.0 0.0 -0.1
C -3.132 -0.899 -4.856 0.0 0.0 0.0
C -3.146 -1.171 -3.440 -0.3 0.0 0.0
O -2.232 -1.831 -2.888 -0.3 -0.4 -0.5
C -4.271 -0.617 -2.718 0.0 0.0 0.2
C -4.454 -0.838 -1.310 0.0 0.0 -0.1
N -3.571 -1.321 -0.512 0.2 -0.2 -0.1
C -3.938 -1.834 0.708 0.0 0.1 0.1
C -5.115 -2.527 0.901 -0.1 0.0 0.0
C -5.434 -3.100 2.148 0.0 0.0 0.0
C -4.576 -3.006 3.204 0.0 0.0 0.0
C -3.336 -2.335 3.040 0.0 0.0 0.1
C -2.387 -2.232 4.082 0.0 0.0 0.0
C -1.195 -1.615 3.847 0.0 0.0 0.0
C -0.949 -1.081 2.562 0.0 0.1 0.0
N -1.817 -1.128 1.584 -0.1 0.0 -0.1
C -3.004 -1.751 1.800 0.1 0.0 -0.1
C -5.293 0.074 -3.399 -0.1 0.0 0.0
H -4.062 0.006 -6.539 0.0 0.0 0.0
H -2.262 -1.230 -5.406 0.0 0.0 0.0
H -5.454 -0.583 -0.919 0.0 0.0 0.0
H -5.785 -2.655 0.060 0.0 0.0 0.0
H -6.372 -3.633 2.257 0.0 0.0 0.0
H -4.811 -3.453 4.163 0.0 0.0 0.0
H -2.617 -2.663 5.050 0.0 0.0 0.0
H -0.433 -1.529 4.610 0.0 0.0 0.0
H 0.007 -0.612 2.348 0.0 0.1 0.1
H -6.139 0.452 -2.835 0.0 0.0 0.0
O 2.581 1.246 -8.110 0.0 0.0 0.0
C 2.190 1.762 -6.911 0.0 0.1 0.1
O 1.804 2.893 -6.842 0.1 -0.2 -0.1
C 2.314 0.851 -5.753 0.0 -0.1 0.1
C 3.320 -0.044 -5.455 0.0 0.2 -0.2
Cl 4.772 -0.344 -6.328 0.0 0.0 0.0
N 3.063 -0.583 -4.247 0.0 -0.1 0.2
N 1.926 -0.066 -3.735 -0.3 0.1 -0.1
C 1.456 0.787 -4.622 0.2 -0.1 0.0
C 0.096 1.452 -4.408 0.0 0.1 -0.2
O -0.704 1.265 -5.324 -0.1 0.0 -0.2
O -0.055 2.044 -3.313 0.1 0.2 -0.2
C 3.882 -1.378 -3.397 0.0 0.1 0.0
C 4.645 -2.420 -3.899 0.1 -0.1 0.0
C 5.472 -3.121 -3.032 0.0 0.0 0.1
C 5.515 -2.804 -1.681 0.0 0.0 -0.1
C 4.708 -1.789 -1.184 0.0 0.0 0.0
C 3.893 -1.072 -2.043 0.1 -0.1 0.1
H 2.816 0.317 -7.996 0.0 0.0 0.0
H 4.589 -2.693 -4.945 0.0 0.0 0.1
H 6.068 -3.939 -3.419 0.0 0.0 0.0
H 6.146 -3.372 -1.011 0.0 0.0 0.0
H 4.656 -1.553 -0.127 0.0 0.0 0.0
H 3.244 -0.305 -1.653 -0.1 0.1 0.0
C -5.088 3.109 4.501 0.0 0.0 0.0
Si -4.226 2.691 2.876 0.0 -0.1 -0.1
C -4.798 1.007 2.305 0.0 0.1 0.0
C -4.730 3.971 1.604 0.0 0.0 0.1
C -2.380 2.705 3.159 0.0 0.0 0.0
Te -1.202 2.469 1.366 -0.1 -0.1 0.1
C 0.265 3.938 1.904 -0.1 0.1 0.0
Si -0.041 5.587 1.080 0.0 0.0 0.0
C -1.244 6.539 2.172 0.1 0.0 -0.1
C 1.575 6.568 1.028 -0.1 0.0 0.0
C -0.755 5.472 -0.648 0.1 0.0 0.0
H -6.174 3.092 4.393 -0.1 0.0 0.0
H -4.800 4.101 4.851 0.0 0.1 0.0
H -4.818 2.391 5.277 0.0 0.0 0.0
H -5.877 1.004 2.138 0.0 0.0 0.0
H -4.565 0.233 3.038 0.0 0.0 0.0
H -4.317 0.719 1.368 0.0 0.1 0.0
H -5.810 3.934 1.440 0.0 0.0 0.0
H -4.231 3.797 0.651 0.0 0.0 0.0
H -4.475 4.980 1.930 0.0 0.1 0.0
H -2.091 1.918 3.858 0.0 0.0 0.1
H -2.104 3.664 3.603 0.0 0.0 0.0
H 1.221 3.493 1.640 0.0 0.0 0.0
H 0.219 4.027 2.990 0.0 0.0 0.1
H -0.829 6.698 3.169 0.0 0.0 0.1
H -2.175 5.984 2.279 -0.1 -0.1 0.0
H -1.486 7.512 1.742 0.0 0.1 0.0
H 1.810 6.981 2.010 0.0 0.0 0.1
H 1.505 7.397 0.322 0.0 0.1 0.0
H 2.416 5.944 0.725 0.0 -0.1 0.0
H -1.836 5.615 -0.620 -0.1 0.0 0.0
H -0.573 4.500 -1.103 0.1 -0.1 0.0
H -0.329 6.240 -1.298 0.0 0.0 0.0
O 0.732 -2.725 -2.204 0.2 -0.1 0.1
S 1.121 -2.757 -0.763 -0.2 0.1 -0.1
C 2.364 -4.033 -0.568 0.0 0.0 0.0
C 2.550 -4.936 -1.599 0.0 0.0 0.1
C 3.519 -5.920 -1.457 0.0 0.0 -0.1
C 4.286 -5.982 -0.303 0.0 0.0 0.1
C 4.103 -5.049 0.710 0.0 0.0 0.0
C 3.145 -4.056 0.579 0.0 -0.1 0.0
C -0.215 -3.640 0.070 0.1 -0.1 -0.1
C -1.350 -3.896 -0.679 0.0 0.0 0.1
C -2.416 -4.544 -0.064 0.0 0.0 0.0
C -2.340 -4.917 1.267 0.0 -0.1 0.0
C -1.201 -4.623 2.009 0.1 0.0 0.0
C -0.134 -3.972 1.416 -0.1 -0.1 0.0
H 1.943 -4.845 -2.489 0.0 0.0 -0.1
H 3.677 -6.636 -2.254 0.0 0.0 0.0
H 5.044 -6.749 -0.200 0.0 0.0 0.0
H 4.724 -5.076 1.597 0.0 0.0 0.0
H 3.038 -3.278 1.324 0.0 0.1 0.0
H -1.414 -3.539 -1.698 0.0 0.0 -0.1
H -3.323 -4.720 -0.628 0.0 0.0 0.0
H -3.184 -5.398 1.744 0.0 0.0 0.0
H -1.157 -4.873 3.062 0.0 0.0 0.0
H 0.738 -3.703 1.999 0.0 0.0 0.0
C 4.188 -1.797 3.900 0.0 0.1 0.0
Si 3.325 -0.233 3.241 0.0 0.0 0.1
C 2.366 0.406 4.778 0.0 0.0 0.0
C 4.668 1.097 3.025 0.0 0.0 0.0
C 2.459 -0.585 1.731 0.2 -0.1 -0.1
H 4.708 -1.615 4.844 0.0 0.0 0.1
H 4.912 -2.174 3.176 0.0 0.0 0.0
H 3.451 -2.585 4.079 -0.1 -0.1 0.0
H 3.019 0.761 5.582 0.0 0.0 0.1
H 1.734 -0.388 5.187 0.0 0.0 0.0
H 1.706 1.226 4.488 0.0 0.1 0.0
H 5.195 1.312 3.957 0.0 0.0 0.1
H 4.217 2.031 2.680 0.0 0.1 0.0
H 5.396 0.789 2.272 0.0 0.0 0.0
H 1.953 0.219 1.196 -0.1 0.0 0.0
H 1.868 -1.502 1.705 0.0 0.0 0.0
C 2.219 3.812 -2.268 0.0 0.0 0.0
S 1.970 2.191 -1.541 0.2 0.1 0.4
C 3.443 2.212 -0.501 0.0 0.1 0.0
O 0.839 2.330 -0.564 0.1 0.0 -0.1
H 2.133 4.548 -1.469 0.0 0.0 0.0
H 1.451 3.959 -3.022 0.0 0.0 0.0
H 3.213 3.845 -2.714 0.0 0.0 -0.1
H 4.327 2.105 -1.130 0.0 0.0 0.0
H 3.370 1.357 0.172 0.0 -0.1 0.0
H 3.490 3.140 0.069 0.0 0.0 0.1
```
Positions in Å, forces in eV/Å.